Record 1
Here is a molecular structure, C5H4Br2N2O at a distorted geometry from OMol25. Energies are from ωB97M-V/def2-TZVPD.

Computed properties:
LUMO energy, eV: -1.52
Gap between HOMO and LUMO, eV: 7.90
Highest occupied orbital energy, eV: -9.42
Electronic energy, hartree: -5525.60476

Geometry as ORCA input:
```
! wB97M-V def2-TZVPD RIJCOSX def2/J DEFGRID3
* xyz 0 1
N -1.20 1.71 1.17
C 0.60 -0.06 -0.05
H 1.95 1.28 0.88
H 2.23 -0.35 -1.34
N 0.01 1.95 1.05
O -2.73 0.06 1.55
C -1.14 -0.28 -0.20
Br -1.58 0.44 -1.97
C 0.93 1.00 0.71
C 1.45 -0.93 -0.86
C -1.78 0.48 0.95
H 1.94 -1.66 -0.21
Br -1.55 -2.15 -0.09
H 0.88 -1.48 -1.61
*
```

Record 2
Here is 8 unconnected molecules or ions with the total composition C2H20N2O8 at a distorted geometry from OMol25. Energies are from ωB97M-V/def2-TZVPD.

Computed properties:
Structure (SMILES): NCC(N)=O.O.O.O.O.O.O.O
LUMO energy, eV: 0.14
Gap between HOMO and LUMO, eV: 9.40
Highest occupied orbital energy, eV: -9.25
Electronic energy, hartree: -799.64396

Geometry as ORCA input:
```
! wB97M-V def2-TZVPD RIJCOSX def2/J DEFGRID3
* xyz 0 1
H 0.60 -3.96 0.53
H -0.24 -3.39 -0.70
C 0.15 3.30 0.42
O -0.27 -3.77 0.20
H -3.11 0.73 2.61
O 3.30 -0.36 0.43
O -2.22 0.53 2.87
H 0.71 4.19 0.18
H -1.00 -1.98 -2.44
O -2.01 0.09 -0.67
H 3.65 -0.70 -1.74
H -1.05 -2.09 0.40
H -2.10 -0.42 2.84
H 3.15 -0.09 1.33
O -1.92 -1.90 0.80
O 2.02 1.97 -0.15
H 2.50 0.26 -2.10
H -0.44 3.56 1.31
C 1.02 2.09 0.55
O 2.97 -0.53 -2.40
N 0.58 1.04 1.29
H 0.24 -2.65 -3.05
H -1.04 1.93 -0.54
H -0.27 1.13 1.82
H -0.37 3.10 -1.50
N -0.84 2.92 -0.62
H -2.52 -2.56 0.46
H -2.93 0.33 -0.78
O -0.25 -2.54 -2.22
H 0.90 0.13 1.03
H 2.83 0.27 -0.14
H -2.03 -0.65 -0.04
*
```

Record 3
Here is 2 unconnected molecules or ions with the total composition C11H18SSi at a distorted geometry from OMol25. Energies are from ωB97M-V/def2-TZVPD.

Computed properties:
LUMO energy (alpha / beta), eV: -1.48 / -0.40
Gap between HOMO and LUMO (alpha / beta), eV: 7.63 / 7.61
Highest occupied orbital energy (alpha / beta), eV: -9.11 / -8.01
Electronic energy, hartree: -1117.43469

Geometry as ORCA input:
```
! wB97M-V def2-TZVPD RIJCOSX def2/J DEFGRID3
* xyz 0 1
C 4.77 1.08 -0.72
C -2.61 -1.92 -0.68
H -4.67 -0.56 0.93
H -1.68 -2.52 -0.69
C 3.51 -0.93 0.60
H -3.35 -2.60 -0.07
C 3.37 0.92 -0.87
H 5.52 -1.46 1.35
C 4.90 -0.75 0.83
C 2.77 -0.11 -0.16
H -2.16 2.74 -1.15
H -1.79 1.83 -2.65
H -3.53 0.51 1.60
H 1.64 -0.21 -0.09
H -2.61 -1.76 2.16
H -3.22 1.36 -1.89
S -0.67 1.77 1.41
C 5.51 0.27 0.10
H -1.19 -0.68 2.08
H -1.27 -2.32 1.19
H 5.36 1.90 -1.26
Si -1.15 0.56 -0.42
H -3.00 -1.70 -1.74
H -3.96 0.70 -0.33
H 0.47 2.14 0.77
C -1.85 -1.43 1.55
C -2.18 1.76 -1.64
C -3.79 0.03 0.58
H 6.58 0.26 0.06
C -2.50 -0.71 0.32
H 2.78 1.83 -1.17
*
```

Record 4
Here is a single C7H6N2O2 molecule at a distorted geometry from OMol25. Energies are from ωB97M-V/def2-TZVPD.

Computed properties:
Structure (SMILES): O=c1[nH]c2ccccc2n1O
LUMO energy, eV: 0.63
Gap between HOMO and LUMO, eV: 8.84
Highest occupied orbital energy, eV: -8.20
Electronic energy, hartree: -530.29206

Geometry as ORCA input:
```
! wB97M-V def2-TZVPD RIJCOSX def2/J DEFGRID3
* xyz 0 1
H 3.87 -0.75 -0.01
N -1.16 0.67 -0.03
H -0.74 -2.47 0.15
C 2.82 -0.49 0.02
C 2.56 0.87 -0.09
H -2.21 1.85 1.01
H 1.22 2.50 -0.02
O -1.84 1.84 0.10
H 3.30 1.58 -0.06
N -0.67 -1.51 0.00
C 0.52 -0.76 0.00
C 1.29 1.42 -0.13
O -2.98 -0.87 -0.10
H 1.92 -2.40 0.23
C 0.20 0.59 -0.04
C 1.76 -1.38 0.18
C -1.82 -0.60 -0.11
*
```

Record 5
Here is 2 unconnected molecules or ions with the total composition C2H8OSi2 at a distorted geometry from OMol25. Energies are from ωB97M-V/def2-TZVPD.

Computed properties:
LUMO energy, eV: 0.92
Gap between HOMO and LUMO, eV: 11.16
Highest occupied orbital energy, eV: -10.24
Electronic energy, hartree: -735.15365

Geometry as ORCA input:
```
! wB97M-V def2-TZVPD RIJCOSX def2/J DEFGRID3
* xyz 0 1
H 1.60 -1.26 0.26
Si -0.51 -0.02 1.01
C 4.67 0.34 -0.29
H 0.71 -0.36 -1.01
C 0.62 -1.03 -0.06
H -2.93 2.11 -0.16
H -0.47 -0.71 2.34
H -3.54 -0.18 -0.38
O 3.54 0.35 -0.42
H -0.01 -1.85 -0.49
H -1.63 0.59 -1.71
H 0.21 1.29 1.30
Si -2.28 0.71 -0.38
*
```

Record 6
Here is 2 unconnected molecules or ions with the total composition C47H45BN2O4 at a distorted geometry from OMol25. Energies are from ωB97M-V/def2-TZVPD.

Computed properties:
LUMO energy, eV: -2.50
Gap between HOMO and LUMO, eV: 3.39
Highest occupied orbital energy, eV: -5.89
Electronic energy, hartree: -2253.08116

Geometry as ORCA input:
```
! wB97M-V def2-TZVPD RIJCOSX def2/J DEFGRID3
* xyz 0 1
C 0.34 3.89 2.61
B -0.76 3.26 0.22
C 2.51 -0.71 0.08
C -4.27 2.13 -0.75
H -1.16 7.97 -3.29
H 3.89 5.54 -0.46
H -0.06 6.67 -3.79
O 1.58 4.25 -0.30
H -5.24 2.16 -1.23
C 1.39 -0.43 -2.04
C 0.16 0.18 0.04
C 3.49 5.22 -1.43
C 7.44 -3.05 -0.59
H 0.26 4.54 4.77
C 3.46 -1.70 -1.94
H 0.20 0.98 0.78
H 8.59 -4.86 -0.32
C -2.46 -5.83 4.17
H -5.58 0.27 0.90
C 1.38 -0.25 -0.64
H 8.12 -2.42 -0.01
H -1.72 -5.74 4.96
C -0.25 4.17 3.88
C -4.49 0.11 0.85
N -3.15 -4.38 0.80
C 2.44 -1.05 -2.69
H -3.74 -4.18 -1.20
C -1.39 -1.15 1.50
C -3.87 1.26 0.24
O -2.58 1.56 0.60
H -0.74 -1.56 -1.83
C -1.49 6.92 -0.77
C 0.93 2.64 -1.70
H -5.06 -6.20 1.32
H -3.86 -5.83 -0.57
H -3.16 5.09 4.54
H -3.52 3.36 4.40
C -2.34 -3.25 0.66
H 2.88 -3.41 -3.93
C -3.27 -5.14 1.98
C -2.32 -5.06 3.02
C 6.83 -5.19 -1.53
C -3.15 2.97 -1.02
H 2.83 2.66 -2.91
C -1.01 4.74 -0.45
C -2.10 -2.32 1.71
C 5.40 -3.25 -1.92
C -1.40 5.87 0.20
H -1.79 7.94 -0.58
H -3.14 3.79 -1.73
C 5.70 -4.61 -2.13
H 5.03 -5.24 -2.72
H 4.56 -3.94 -4.17
C -1.60 3.92 3.76
C 3.93 -3.09 -3.89
H 4.31 4.86 -2.05
O -0.84 5.04 -1.78
H 4.27 -1.92 0.06
H -4.11 -0.08 1.85
C -2.13 2.61 -0.16
H 4.07 -2.30 -4.63
H -1.19 -0.48 2.34
C -3.53 -6.73 4.31
C 6.29 -2.47 -1.15
C -4.45 -6.86 3.26
C -0.81 -0.86 0.23
H 2.55 -0.54 1.16
C -0.67 3.48 1.76
H -2.41 3.97 5.67
C -2.73 4.08 4.63
C 3.50 -1.46 -0.55
H -4.32 -0.78 0.23
H 0.30 1.89 -2.16
O -1.86 3.46 2.49
C -1.13 6.37 -1.97
H -1.94 -3.62 -1.45
C -1.03 6.89 -3.32
C 7.71 -4.41 -0.77
H -1.61 5.98 1.26
H 7.02 -6.25 -1.66
H 2.44 -1.08 -3.78
H -3.63 -7.33 5.21
H 1.38 3.99 2.35
C -1.82 -2.92 -0.62
H -1.47 -4.38 2.93
C 2.23 3.07 -2.10
C 0.57 3.34 -0.58
H 3.07 6.10 -1.93
H 6.08 -1.41 -0.99
H -2.48 -2.53 2.71
N 4.28 -2.64 -2.55
H -5.26 -7.58 3.34
C -1.13 -1.75 -0.84
C 2.53 4.15 -1.30
H -5.05 -4.61 -0.08
H 0.52 -0.11 -2.62
H -1.82 6.47 -3.97
C -3.99 -4.77 -0.32
C -4.32 -6.08 2.11
*
```

Record 7
Here is a single C2H4N2O molecule at a distorted geometry from OMol25. Energies are from ωB97M-V/def2-TZVPD.

Computed properties:
Structure (SMILES): Oc1c[nH][nH]1
LUMO energy, eV: 0.67
Gap between HOMO and LUMO, eV: 8.84
Highest occupied orbital energy, eV: -8.17
Electronic energy, hartree: -263.23468

Geometry as ORCA input:
```
! wB97M-V def2-TZVPD RIJCOSX def2/J DEFGRID3
* xyz 0 1
H -0.37 1.79 0.16
N -0.70 0.90 -0.21
H -0.22 0.36 -2.16
O -0.30 -0.80 1.84
C -0.06 -0.40 0.60
N 0.22 0.45 -1.25
C 0.56 -0.72 -0.54
H 1.16 -1.53 -0.90
H -0.28 -0.05 2.46
*
```

Record 8
Here is a molecular structure, C18H15Cl2F5N7ORuS at a distorted geometry from OMol25. Energies are from ωB97M-V/def2-TZVPD.

Computed properties:
Expectation value of S²: 0.7833
LUMO energy (alpha / beta), eV: -7.85 / -8.13
Gap between HOMO and LUMO (alpha / beta), eV: 6.40 / 6.48
Highest occupied orbital energy (alpha / beta), eV: -14.25 / -14.61
Electronic energy, hartree: -3065.62285

Geometry as ORCA input:
```
! wB97M-V def2-TZVPD RIJCOSX def2/J DEFGRID3
* xyz 2 2
C 1.13 2.89 1.01
C -0.89 -2.51 -3.68
N 3.20 3.54 0.05
H -5.26 -0.02 0.15
N -0.97 2.10 1.93
S -0.47 -1.59 1.44
F 0.34 -4.13 2.42
H 0.05 -3.74 -5.16
H -1.76 4.29 4.03
C -0.02 3.07 1.88
N -1.36 3.70 3.32
H 2.25 0.43 -0.83
N -0.21 4.06 2.70
H -2.36 -0.49 -4.87
C 1.88 -3.46 4.02
H -2.69 2.04 3.24
C -1.80 2.53 2.88
C 0.71 -1.81 2.66
Cl -2.97 0.30 -0.19
H 1.07 -2.42 -4.56
H -0.55 -3.04 -2.79
C -0.61 -0.56 -2.27
H 4.11 2.11 -1.12
H -0.67 -0.03 -6.59
F 2.11 -4.72 4.35
C 2.32 -1.10 4.34
Cl -4.84 1.82 1.53
C 3.24 2.34 -0.52
H -4.32 -0.47 1.61
C 2.14 3.81 0.82
H 0.64 -0.21 -5.40
C 1.42 -0.81 3.34
C 2.56 -2.44 4.67
C -0.37 -0.54 -5.67
H -1.32 0.84 -4.29
F 3.42 -2.72 5.62
F 2.96 -0.14 4.97
C 0.98 -3.15 3.03
C -4.47 0.26 0.83
H 2.10 4.78 1.31
C 2.23 1.40 -0.36
Ru -0.54 0.47 0.63
F 1.22 0.48 3.05
N -1.00 -1.06 -3.39
H -1.89 -2.86 -3.94
C 0.05 -2.70 -4.85
N 1.17 1.69 0.40
C -1.35 -0.22 -4.56
O -0.38 -1.93 -5.95
N -0.21 -0.09 -1.28
*
```

Record 9
Here is a single C23H25N3O4 molecule at a distorted geometry from OMol25. Energies are from ωB97M-V/def2-TZVPD.

Computed properties:
Structure (SMILES): Cc1ccc(OCc2cc(C(=O)N3CCC(Oc4cccnc4)CC3)no2)cc1C
LUMO energy, eV: -0.44
Gap between HOMO and LUMO, eV: 7.31
Highest occupied orbital energy, eV: -7.75
Electronic energy, hartree: -1355.88846

Geometry as ORCA input:
```
! wB97M-V def2-TZVPD RIJCOSX def2/J DEFGRID3
* xyz 0 1
H -6.60 0.74 -2.19
O -1.81 2.37 1.11
H 9.49 -1.14 -0.70
C 6.05 -0.14 -0.04
C -2.79 1.97 0.05
C -0.83 0.84 -0.16
C -2.24 1.14 -0.61
C -5.38 0.47 -0.55
C -6.63 -3.44 0.09
N 1.34 0.47 -0.50
C -6.22 0.05 -1.35
C 2.04 1.47 0.28
H 5.65 -2.16 1.02
H -4.38 0.37 1.29
C 2.45 -0.42 -1.26
C 3.79 -0.18 0.89
C 2.70 0.83 1.17
N 8.19 0.33 -0.73
H -5.63 -2.68 2.55
C -5.45 -1.58 0.97
H 8.01 -2.95 0.54
C -5.01 -0.22 0.71
C 0.12 0.16 -0.73
C 6.97 0.69 -0.23
C -4.13 2.66 0.29
O -0.28 -0.82 -1.63
C -6.52 -1.14 -1.21
C 8.46 -0.80 -0.30
H -5.63 -4.05 -0.13
H -7.07 -3.67 1.06
C -6.08 -2.02 -0.13
C 7.80 -1.90 0.39
H 3.22 0.09 -1.74
C 6.28 -1.36 0.74
H -7.29 -3.79 -0.71
C 3.04 -1.35 0.02
H 1.90 -1.23 -2.02
H -7.33 -1.61 -1.96
C -4.86 -2.24 1.83
H 2.36 -2.06 0.41
H 1.21 2.10 0.75
H 3.92 -2.01 -0.45
H -4.35 -2.93 1.61
H -4.24 -1.65 2.49
H -2.44 0.61 -1.59
H 2.89 1.80 -0.30
H -4.64 2.62 1.34
H 6.86 1.61 -0.80
N -0.77 1.60 1.00
H 2.03 0.16 1.98
O 4.84 0.61 0.37
O -5.04 1.77 -0.74
H -4.09 3.71 -0.18
H 4.11 -0.97 1.79
H 3.20 1.22 2.04
*
```

Record 10
Here is 3 unconnected molecules or ions with the total composition C6H17NO at a distorted geometry from OMol25. Energies are from ωB97M-V/def2-TZVPD.

Computed properties:
Structure (SMILES): C=CC.CCOC.N
LUMO energy, eV: 0.98
Gap between HOMO and LUMO, eV: 9.92
Highest occupied orbital energy, eV: -8.94
Electronic energy, hartree: -368.74199

Geometry as ORCA input:
```
! wB97M-V def2-TZVPD RIJCOSX def2/J DEFGRID3
* xyz 0 1
H -2.48 -2.55 -0.05
H 0.25 -0.81 -1.48
H 0.07 -1.91 -2.68
H 1.43 0.81 1.36
H 2.03 2.74 -0.99
H 0.56 2.98 1.00
H -0.82 2.36 0.08
H -0.09 3.92 -0.34
H -0.13 -2.46 1.91
H -0.84 -3.95 1.09
H 2.94 1.11 0.47
H -2.89 -0.44 1.18
H 0.63 2.25 -1.98
H -1.16 -0.28 1.56
H 2.18 -0.51 0.45
C -0.83 -2.88 1.19
C -1.88 -0.64 0.82
C 1.99 0.56 0.46
N -0.18 -1.70 -1.72
O 1.26 0.85 -0.71
H -1.73 -0.09 -0.11
C -1.70 -2.10 0.55
H 0.22 -2.42 -1.11
C 1.06 2.22 -0.97
C 0.12 2.91 0.01
*
```

Record 11
Here is a molecular structure, C26H24NO9PSe2V from OMol25. Energies are from ωB97M-V/def2-TZVPD.

Computed properties:
Expectation value of S²: 2.0108
LUMO energy (alpha / beta), eV: 2.43 / 2.43
Gap between HOMO and LUMO (alpha / beta), eV: 7.65 / 7.70
Highest occupied orbital energy (alpha / beta), eV: -5.22 / -5.27
Electronic energy, hartree: -7825.63890

Geometry as ORCA input:
```
! wB97M-V def2-TZVPD RIJCOSX def2/J DEFGRID3
* xyz -1 3
O -3.97 0.93 4.30
H -2.71 1.49 0.14
C -0.83 5.44 0.33
O -2.71 0.48 0.17
O -2.24 1.08 2.89
H -3.09 -2.07 0.19
O 1.90 7.78 1.07
H 1.36 -3.79 -6.17
Se -1.63 -3.31 -1.75
C 2.69 -2.69 -0.48
H 2.77 -1.62 -0.41
H -2.38 -1.43 4.18
H -4.39 0.43 1.39
C 1.09 4.33 1.32
H 1.56 3.43 1.67
C -3.52 -1.54 1.04
C 1.69 5.56 1.37
H 3.94 7.60 1.30
C 3.73 -3.50 -0.04
H -4.03 -1.54 3.55
C -3.05 -1.08 3.39
C 0.85 -3.05 -4.23
O 0.07 -1.01 2.45
C 1.42 -4.65 -1.04
C -0.94 2.98 0.72
H 4.63 -3.05 0.37
C 1.69 -0.58 -5.16
C 2.45 -5.46 -0.60
C 1.06 6.70 0.92
C -0.33 -2.18 2.90
O -0.31 1.97 1.21
H 2.35 -6.53 -0.64
H -1.38 -3.01 1.21
V -1.13 0.16 1.54
P 0.20 -2.20 -1.67
O 0.23 -2.85 3.74
C 1.75 -1.68 -6.00
C 3.61 -4.88 -0.10
C -0.21 4.29 0.79
H 0.50 -4.01 -3.87
O 2.95 5.87 1.82
H -1.83 5.34 -0.07
C -3.14 0.44 3.56
H 0.49 -5.09 -1.41
H 2.98 7.67 2.83
Se 0.30 -0.27 -0.69
C 1.22 -0.71 -3.86
C -3.91 -0.15 0.59
H 2.01 0.39 -5.53
O -2.06 2.94 0.19
C 0.80 -1.94 -3.39
H 2.11 -1.58 -7.01
H -4.60 -0.22 -0.25
H 1.17 0.16 -3.21
H -4.39 -2.10 1.40
N -2.48 -1.46 2.09
H -0.68 7.58 0.03
C 3.02 7.29 1.80
H 4.42 -5.51 0.25
C 1.33 -2.92 -5.53
H -2.09 -3.44 2.79
C -0.20 6.68 0.39
C 1.53 -3.26 -1.00
C -1.62 -2.64 2.21
*
```

Record 12
Here is a gas-phase ion, C6H15BN3 (charge +1) at a distorted geometry from OMol25. Energies are from ωB97M-V/def2-TZVPD.

Computed properties:
Structure (SMILES): C/N=C/[C@H]1[C@@H](BNC)[N@@H+]1C
LUMO energy, eV: -3.13
Gap between HOMO and LUMO, eV: 10.65
Highest occupied orbital energy, eV: -13.78
Electronic energy, hartree: -426.42657

Geometry as ORCA input:
```
! wB97M-V def2-TZVPD RIJCOSX def2/J DEFGRID3
* xyz 1 1
H -0.93 1.28 2.45
H 0.06 -3.50 -0.83
H -2.52 1.93 2.70
H 2.13 1.69 0.18
H -2.95 1.62 0.50
N 0.53 -1.49 -0.13
H -2.32 -0.61 -0.73
C 0.71 -2.89 -0.04
H 1.72 -0.70 1.52
C -1.75 1.83 1.95
H 0.30 -3.30 0.81
N 1.06 0.58 -1.31
C -0.34 -0.78 0.77
H 0.46 1.26 -3.23
H 1.75 -3.15 -0.29
H -0.60 -1.45 1.66
H 1.63 2.25 -2.37
C 1.29 1.25 -2.56
C 1.11 -0.39 0.70
B -1.69 0.02 0.13
C 1.49 0.74 -0.17
H 0.48 -0.80 -1.04
H -1.50 2.88 1.64
H 2.09 0.64 -3.07
N -2.21 1.09 0.77
*
```

Q: Among the records above, which one has the lowest electronic energy?
A: C26H24NO9PSe2V

What did the third record say?
Here is 2 unconnected molecules or ions with the total composition C11H18SSi at a distorted geometry from OMol25. Energies are from ωB97M-V/def2-TZVPD.

Computed properties:
LUMO energy (alpha / beta), eV: -1.48 / -0.40
Gap between HOMO and LUMO (alpha / beta), eV: 7.63 / 7.61
Highest occupied orbital energy (alpha / beta), eV: -9.11 / -8.01
Electronic energy, hartree: -1117.43469

Geometry as ORCA input:
```
! wB97M-V def2-TZVPD RIJCOSX def2/J DEFGRID3
* xyz 0 1
C 4.77 1.08 -0.72
C -2.61 -1.92 -0.68
H -4.67 -0.56 0.93
H -1.68 -2.52 -0.69
C 3.51 -0.93 0.60
H -3.35 -2.60 -0.07
C 3.37 0.92 -0.87
H 5.52 -1.46 1.35
C 4.90 -0.75 0.83
C 2.77 -0.11 -0.16
H -2.16 2.74 -1.15
H -1.79 1.83 -2.65
H -3.53 0.51 1.60
H 1.64 -0.21 -0.09
H -2.61 -1.76 2.16
H -3.22 1.36 -1.89
S -0.67 1.77 1.41
C 5.51 0.27 0.10
H -1.19 -0.68 2.08
H -1.27 -2.32 1.19
H 5.36 1.90 -1.26
Si -1.15 0.56 -0.42
H -3.00 -1.70 -1.74
H -3.96 0.70 -0.33
H 0.47 2.14 0.77
C -1.85 -1.43 1.55
C -2.18 1.76 -1.64
C -3.79 0.03 0.58
H 6.58 0.26 0.06
C -2.50 -0.71 0.32
H 2.78 1.83 -1.17
*
```

Q: The highest electronic energy belongs to which entry?
A: C2H4N2O